This record from the Open Molecules 2025 dataset describes a 8-piece molecular cluster, C42H96N8O10 overall in a non-equilibrium geometry. The level of theory is ωB97M-V/def2-TZVPD.

Frontier orbital gap (spin up / spin down) ... 1.84 / 7.94 eV
2S+1 ... 2
Total charge ... -1
Electronic energy ... -77497.7298 eV

Last column: Löwdin spin population.
Atoms and positions in Å:
C -0.0289 4.9978 0.1403  0.00
C -0.8544 4.6257 1.3657  0.00
O -0.1295 4.2557 2.4586  0.00
O 0.0023 6.2631 -0.2650  0.00
H -0.6210 4.5640 -0.6655  0.00
H 0.9665 4.5737 0.2727  0.00
H -1.4628 3.7611 1.1003  0.00
H -1.3748 5.5185 1.7125  0.00
H 0.1395 3.3385 2.3698  0.00
H -0.0633 6.7484 0.5607  0.00
C -5.5213 2.1419 -0.5400  0.01
C -4.3018 2.7576 -1.3084  0.01
O -3.5447 3.5817 -0.3441  0.00
O -5.1298 1.2202 0.4015  0.03
H -6.2409 1.5872 -1.1422  0.01
H -6.1276 2.9135 -0.0655  0.00
H -4.6982 3.3996 -2.0950  0.00
H -3.6953 1.9432 -1.7048  0.00
H -3.1422 4.3249 -0.7994  0.00
H -4.6864 1.7208 1.0902  0.00
C 0.1374 1.0864 0.0653  0.00
O 0.7005 1.6705 1.0403  0.00
N 0.5884 -0.0304 -0.4376  0.00
N -0.9406 1.5699 -0.5849  0.00
H -0.1131 -0.6366 -0.8383  0.00
H 1.5675 -0.2747 -0.3944  0.00
H -1.1989 2.4406 -0.1429  0.00
H -1.5057 0.9258 -1.1196  0.00
C -3.0237 -1.9731 -1.0955  0.09
O -2.1083 -1.2137 -1.4735  0.02
N -3.9500 -1.6798 -0.1727  0.04
N -3.1814 -3.2163 -1.5640  0.09
H -4.4971 -2.3989 0.2787  0.11
H -3.9852 -0.7523 0.2254  0.00
H -3.8056 -3.9027 -1.1650  0.12
H -2.4996 -3.6908 -2.1385  0.05
C 1.4701 -2.8169 2.5919  0.00
C 0.0769 -3.4106 2.1341  0.00
C 0.0706 -3.8533 0.7135  0.01
C 0.8025 -5.1853 0.4615  0.02
C 0.2068 -6.2865 1.2735  0.03
C 0.3109 -5.8719 2.8136  0.00
N -0.3198 -4.5243 3.0830  0.00
O -0.5077 -4.1852 4.4234  0.02
C -0.4743 -6.8897 3.7104  0.01
C 1.7800 -5.9595 3.2236  0.00
C -0.8997 -2.2462 2.1617  0.02
H 1.9402 -2.3875 1.7072  0.00
H 2.1672 -3.4548 3.1354  0.00
H 1.3696 -1.8979 3.1693  0.00
H -0.9660 -3.8924 0.3787  0.01
H 0.5656 -3.0949 0.1070  0.00
H 1.8754 -5.0756 0.6195  0.00
H 0.9015 -5.4853 -0.5817  0.01
H 0.4993 -7.3198 1.0868  0.00
H -0.7902 -6.1664 0.8496  0.03
H -1.4996 -6.5332 3.8095  0.01
H -0.3077 -7.8838 3.2956  0.00
H 0.0071 -6.9172 4.6879  0.00
H 2.3489 -5.2884 2.5802  0.00
H 1.6827 -5.5840 4.2422  0.00
H 2.2161 -6.9525 3.1142  0.00
H -1.1840 -2.1313 3.2077  0.00
H -1.8019 -2.5471 1.6290  0.02
H -0.5736 -1.2515 1.8578  0.00
H -1.4625 -4.2675 4.4791  0.01
C 2.8570 2.4437 -2.7887  0.00
C 4.2089 1.7326 -2.4503  0.00
C 5.3641 2.6772 -3.0441  0.00
C 6.8041 2.4974 -2.4360  0.00
C 6.7522 2.3613 -0.9716  0.00
C 5.7319 1.3030 -0.3107  0.00
N 4.4268 1.5843 -0.9526  0.00
O 3.4297 0.7357 -0.2897  0.00
C 6.4259 -0.1837 -0.2860  0.00
C 5.7194 1.5811 1.2561  0.00
C 4.3413 0.3937 -3.1787  0.00
H 1.9628 1.8206 -2.7756  0.00
H 2.9653 2.6981 -3.8431  0.00
H 2.5667 3.3370 -2.2356  0.00
H 5.4199 2.4334 -4.1051  0.00
H 5.0931 3.7200 -3.2086  0.00
H 7.5845 3.1844 -2.7631  0.00
H 7.2560 1.5844 -2.8238  0.00
H 6.6372 3.3287 -0.4828  0.00
H 7.7449 2.0138 -0.6851  0.00
H 6.2247 -0.7474 -1.1970  0.00
H 7.4008 -0.3594 0.1687  0.00
H 5.8421 -0.7107 0.4688  0.00
H 5.6088 2.6421 1.4800  0.00
H 4.9046 1.0101 1.7013  0.00
H 6.7166 1.4765 1.6835  0.00
H 5.2772 -0.1372 -3.0047  0.00
H 4.6036 0.5276 -4.2281  0.00
H 3.4649 -0.2524 -3.1274  0.00
H 2.8581 1.4066 0.0908  0.00
C -0.1534 0.0751 -4.1503  0.00
C -0.3589 0.7663 -5.5470  0.00
C 1.0060 0.8647 -6.4236  0.00
C 1.3678 -0.4192 -7.1256  0.00
C 0.1682 -1.0534 -7.8194  0.00
C -1.1942 -1.1641 -7.0190  0.00
N -1.4156 0.1979 -6.4557  0.00
O -2.7013 0.2099 -5.8472  0.02
C -2.3674 -1.5402 -8.0130  0.01
C -0.9948 -2.2708 -5.9442  0.02
C -0.7901 2.2924 -5.2986  0.00
H 0.2359 0.8641 -3.5069  0.00
H 0.6724 -0.6363 -4.1420  0.00
H -0.9976 -0.3844 -3.6361  0.00
H 1.2133 1.7166 -7.0712  0.00
H 1.7914 1.1356 -5.7180  0.00
H 1.6595 -1.0888 -6.3164  0.00
H 2.2053 -0.2567 -7.8040  0.00
H 0.4968 -2.0048 -8.2377  0.00
H -0.1090 -0.4718 -8.6986  0.00
H -2.5176 -0.7805 -8.7801  0.00
H -2.1376 -2.3383 -8.7189  0.00
H -3.3015 -1.8129 -7.5219  0.00
H -1.6765 -2.0944 -5.1122  0.00
H -1.3415 -3.2485 -6.2786  0.01
H 0.0282 -2.1531 -5.5868  0.00
H -0.7430 3.0347 -6.0954  0.00
H -0.1534 2.7226 -4.5255  0.00
H -1.7966 2.3228 -4.8813  0.00
H -3.3206 0.3901 -6.5582  0.00
C -3.3404 2.6279 4.2776  0.00
C -2.7775 1.1940 4.4468  0.00
C -1.3132 1.1866 4.0574  0.00
C -0.4600 1.9367 5.1008  0.00
C -0.5922 1.2503 6.4559  0.00
C -2.0626 1.1407 6.8772  0.00
N -2.8679 0.6887 5.7846  0.00
O -4.0991 0.2739 6.1307  0.02
C -2.1048 0.0517 8.0239  0.00
C -2.7279 2.4056 7.6767  0.00
C -3.6278 0.3363 3.5016  0.02
H -4.0772 2.7979 5.0627  0.00
H -3.8538 2.7348 3.3221  0.00
H -2.6484 3.4672 4.3462  0.00
H -0.9830 0.1501 4.1272  0.00
H -1.0814 1.4164 3.0175  0.00
H -0.8653 2.9356 5.2616  0.00
H 0.5772 2.1744 4.8646  0.00
H -0.1430 1.9098 7.1984  0.00
H -0.0905 0.2872 6.5507  0.00
H -3.1343 -0.0132 8.3761  0.00
H -1.7854 -0.8900 7.5774  0.00
H -1.3621 0.2189 8.8040  0.00
H -3.6851 2.1074 8.1043  0.00
H -2.2323 2.8348 8.5475  0.00
H -3.0002 3.2265 7.0132  0.00
H -4.6859 0.5933 3.4523  0.00
H -3.6924 -0.7128 3.7901  0.02
H -3.3243 0.5613 2.4791  0.00
H -4.1007 -0.6696 5.9538  0.01